No. 1
Below is a cluster of 15 separate species, C60H90F3O44 in total, with properties calculated with ωB97M-V with the def2-TZVPD basis set.

```
197
Properties=species:S:1:pos:R:3
C 0.72 0.93 0.36
O -0.17 -0.18 0.60
O 2.05 0.48 0.35
C 0.19 1.98 -0.71
F 0.68 3.22 -0.52
F 0.47 1.50 -1.97
F -1.12 2.06 -0.60
C -0.40 -1.03 -0.54
C -1.26 -2.19 -0.05
H -0.76 -2.63 0.81
H -2.21 -1.91 0.42
H -1.53 -2.98 -0.75
H 0.50 -1.48 -0.95
H -0.90 -0.49 -1.34
H 0.64 1.48 1.30
C 6.12 4.76 1.19
C 4.65 4.53 0.76
C 3.73 3.72 1.65
O 2.55 4.43 1.40
C 2.80 5.66 0.98
O 1.91 6.48 0.89
O 4.06 5.80 0.70
H 6.15 5.14 2.21
H 6.44 5.54 0.50
H 6.67 3.82 1.06
H 4.63 4.10 -0.24
H 4.14 3.67 2.66
H 3.69 2.71 1.24
C -2.48 -6.08 -0.61
C -3.00 -7.20 -1.54
C -2.27 -7.29 -2.90
O -1.93 -8.63 -2.98
C -2.14 -9.26 -1.83
O -2.03 -10.48 -1.68
O -2.55 -8.39 -0.89
H -1.41 -6.11 -0.41
H -3.02 -6.03 0.34
H -2.65 -5.11 -1.07
H -4.09 -7.28 -1.58
H -1.34 -6.72 -2.96
H -3.00 -7.14 -3.70
C -4.95 1.37 0.28
C -4.44 1.03 1.72
C -3.03 0.52 1.86
O -2.47 1.26 2.92
C -3.24 2.33 3.16
O -3.01 3.20 4.00
O -4.33 2.27 2.36
H -6.02 1.60 0.26
H -4.81 0.42 -0.24
H -4.35 2.04 -0.33
H -5.22 0.42 2.17
H -2.51 0.72 0.93
H -3.00 -0.57 1.88
C 1.73 6.17 -3.01
C 1.91 5.43 -4.31
C 0.95 4.20 -4.50
O 0.77 4.30 -5.88
C 0.86 5.54 -6.33
O 0.67 5.87 -7.48
O 1.29 6.26 -5.35
H 2.27 7.11 -3.02
H 2.05 5.58 -2.15
H 0.74 6.60 -2.87
H 2.97 5.32 -4.53
H -0.08 4.22 -4.14
H 1.39 3.27 -4.12
C -4.06 -3.59 2.42
C -4.06 -4.23 3.84
C -5.36 -3.97 4.57
O -5.52 -5.19 5.24
C -4.77 -6.15 4.71
O -4.90 -7.32 4.96
O -3.93 -5.57 3.78
H -4.46 -2.58 2.35
H -4.62 -4.11 1.64
H -3.03 -3.60 2.04
H -3.22 -3.86 4.42
H -6.18 -3.77 3.88
H -5.21 -3.14 5.26
C 4.24 -0.70 4.93
C 4.71 -0.68 3.55
C 4.72 0.62 2.78
O 6.05 0.78 2.39
C 6.78 -0.20 2.90
O 7.98 -0.25 2.87
O 6.04 -1.02 3.57
H 4.87 0.00 5.48
H 4.27 -1.67 5.42
H 3.18 -0.45 4.90
H 4.15 -1.45 3.01
H 4.41 1.42 3.45
H 3.98 0.59 1.98
C 4.00 1.96 -2.87
C 4.82 1.43 -1.69
C 5.22 -0.05 -1.73
O 6.59 0.05 -1.30
C 7.03 1.29 -1.22
O 8.13 1.58 -0.77
O 6.02 2.14 -1.60
H 3.00 1.54 -2.88
H 4.58 1.72 -3.76
H 3.92 3.05 -2.83
H 4.27 1.70 -0.79
H 5.13 -0.43 -2.75
H 4.60 -0.61 -1.04
C 3.71 -1.58 -5.02
C 2.48 -1.19 -4.14
C 1.31 -0.59 -4.98
O 0.19 -1.26 -4.49
C 0.54 -2.37 -3.80
O -0.25 -3.26 -3.46
O 1.91 -2.40 -3.66
H 3.62 -2.42 -5.71
H 4.37 -2.06 -4.29
H 4.23 -0.79 -5.55
H 2.76 -0.62 -3.25
H 1.39 -0.65 -6.06
H 1.19 0.48 -4.82
C -3.06 2.81 -3.55
C -4.16 1.74 -3.92
C -5.51 2.26 -4.48
O -5.71 1.40 -5.56
C -4.61 0.56 -5.81
O -4.51 -0.20 -6.82
O -3.66 0.88 -5.01
H -3.55 3.36 -2.75
H -2.76 3.46 -4.37
H -2.12 2.39 -3.19
H -4.37 1.08 -3.08
H -5.45 3.30 -4.82
H -6.23 2.25 -3.67
C -1.81 5.43 -0.82
C -2.22 4.92 0.57
C -1.01 4.76 1.48
O -1.43 5.40 2.63
C -2.55 6.11 2.43
O -3.03 6.77 3.35
O -3.04 5.91 1.16
H -2.75 5.49 -1.37
H -1.14 4.77 -1.38
H -1.35 6.42 -0.85
H -2.77 4.00 0.35
H -0.12 5.21 1.04
H -0.86 3.70 1.63
C 0.17 2.81 4.37
C 1.65 2.56 4.67
C 2.44 3.86 4.92
O 3.15 3.53 6.12
C 2.83 2.27 6.58
O 3.21 1.74 7.61
O 1.91 1.74 5.80
H 0.14 3.42 3.47
H -0.35 3.38 5.15
H -0.41 1.91 4.20
H 2.08 2.08 3.78
H 1.81 4.75 5.02
H 3.03 4.00 4.01
C -1.76 -1.33 4.66
C -0.71 -1.66 3.54
C 0.74 -1.47 4.06
O 1.30 -2.76 4.01
C 0.49 -3.58 3.45
O 0.74 -4.74 3.17
O -0.71 -3.07 3.42
H -1.59 -1.80 5.63
H -2.70 -1.70 4.26
H -1.70 -0.26 4.86
H -1.00 -1.15 2.62
H 0.75 -1.06 5.07
H 1.23 -0.85 3.31
C 1.74 -4.74 -0.54
C 2.70 -3.54 -0.33
C 3.23 -3.44 1.06
O 4.67 -3.48 0.90
C 4.96 -3.75 -0.40
O 6.07 -3.77 -0.80
O 3.91 -3.87 -1.08
H 2.03 -5.69 -0.09
H 1.67 -5.01 -1.59
H 0.69 -4.57 -0.28
H 2.19 -2.61 -0.57
H 3.07 -4.35 1.65
H 2.83 -2.55 1.54
C -4.01 -1.98 -2.84
C -4.74 -3.17 -2.21
C -6.27 -3.11 -2.44
O -6.55 -4.32 -3.08
C -5.43 -5.09 -3.23
O -5.39 -6.26 -3.54
O -4.37 -4.36 -2.98
H -4.37 -1.90 -3.86
H -2.93 -2.12 -2.84
H -4.37 -1.05 -2.41
H -4.46 -3.29 -1.16
H -6.60 -2.30 -3.09
H -6.76 -2.95 -1.48
```

Summary:
**Highest occupied orbital energy (alpha / beta)**: -10.432 / -10.432 eV
**<S²>**: 0.75
**2S+1**: 2
**Orbital gap (alpha / beta)**: 0.3457 / 0.1940 Eh
**LUMO level (alpha / beta)**: -1.02 / -5.15 eV



No. 2
Below is an isolated molecule of C5H8OS2, with properties calculated with ωB97M-V with the def2-TZVPD basis set.

```
16
Properties=species:S:1:pos:R:3
C -1.21 0.05 -0.99
C -0.14 0.50 0.16
C -0.30 -0.87 1.14
C 1.88 0.09 -0.72
C 1.26 0.97 0.22
H -2.92 0.42 1.22
H -0.83 -0.91 -1.52
H -1.62 0.96 -1.72
H -1.18 -1.41 0.72
H 0.14 -0.88 2.22
H 1.67 0.22 -1.89
H 3.08 0.25 -0.36
H 1.63 0.90 1.25
O 0.10 1.87 0.37
S -2.89 -0.55 -0.09
S 1.34 -1.63 -0.03
```

Summary:
**Structure (SMILES)**: SC[C@@]12CSC[C@H]1O2
**Highest occupied orbital energy**: -8.779 eV
**Orbital gap**: 0.3310 Eh
**LUMO level**: 0.23 eV



No. 3
Below is a structure of composition C8H13NPTb, with properties calculated with ωB97M-V with the def2-TZVPD basis set.

```
24
Properties=species:S:1:pos:R:3
C -0.95 0.41 -2.31
C -1.38 -0.51 -3.28
C -2.76 -0.80 -3.11
C -3.29 -0.07 -2.01
C -2.29 0.72 -1.42
Tb 0.28 2.54 0.32
P 2.77 2.37 -0.66
H 0.04 0.87 -2.17
H -0.74 -0.94 -4.05
H -3.33 -1.49 -3.73
H -2.35 1.41 -0.57
H -4.33 -0.12 -1.67
H 3.19 3.33 -1.66
H 3.26 1.18 -1.34
H 3.90 2.55 0.23
C 0.36 -1.77 3.77
C 1.45 -1.34 2.76
C 1.09 -0.18 2.03
N 0.79 0.79 1.44
H 0.17 -0.98 4.51
H 0.66 -2.67 4.32
H -0.59 -2.00 3.26
H 2.40 -1.15 3.29
H 1.64 -2.16 2.04
```

Summary:
**Highest occupied orbital energy (alpha / beta)**: -5.275 / -5.147 eV
**<S²>**: 12.92
**2S+1**: 7
**Orbital gap (alpha / beta)**: 0.1773 / 0.1588 Eh
**LUMO level (alpha / beta)**: -0.45 / -0.83 eV



No. 4
Below is a structure of composition CH7IN3, with properties calculated with ωB97M-V with the def2-TZVPD basis set.

```
12
Properties=species:S:1:pos:R:3
C -0.32 0.66 -0.52
N 0.89 -0.87 0.62
N 0.80 -0.21 -0.56
N -1.32 -0.14 0.04
I 0.03 2.54 0.50
H -0.64 1.10 -1.76
H 1.46 -0.36 1.29
H 1.28 -1.78 0.53
H 1.68 0.21 -0.77
H -1.70 -0.79 -0.74
H -0.25 -0.81 0.77
H -1.91 0.47 0.59
```

Summary:
**Highest occupied orbital energy**: -13.800 eV
**Net charge**: +1
**Orbital gap**: 0.3741 Eh
**LUMO level**: -3.62 eV



No. 5
Below is a cluster of 9 separate species, C64H76NO3P in total, with properties calculated with ωB97M-V with the def2-TZVPD basis set.

```
145
Properties=species:S:1:pos:R:3
C -3.54 2.14 2.53
C -3.98 0.75 2.06
C -2.98 0.04 1.12
C -1.49 0.25 1.43
P -0.53 -1.31 1.47
C 0.96 -1.54 2.51
C 1.16 -0.39 3.54
C 1.27 -0.93 4.97
C 0.92 0.07 6.06
O 1.60 1.32 5.92
C 0.51 -0.85 -0.08
O 1.45 0.21 0.17
C 2.45 0.28 -0.75
C 3.49 -0.80 -0.57
O 2.45 1.07 -1.62
C -1.68 -2.06 2.87
C -2.02 -3.41 2.78
C -2.79 -4.02 3.78
N -3.22 -3.35 4.84
C -2.90 -2.07 4.96
C -2.14 -1.38 4.00
H -4.39 2.70 2.92
H -2.80 2.09 3.34
H -3.10 2.71 1.72
H -4.20 0.11 2.92
H -4.93 0.84 1.51
H -3.23 -1.03 1.11
H -3.15 0.40 0.09
H -1.02 0.89 0.68
H -1.34 0.76 2.39
H -0.97 -2.41 0.68
H 1.83 -1.65 1.85
H 0.83 -2.48 3.05
H 2.06 0.17 3.29
H 0.34 0.34 3.48
H 0.61 -1.80 5.10
H 2.30 -1.28 5.12
H -0.17 0.23 6.07
H 1.20 -0.35 7.03
H 0.95 2.00 5.71
H -0.15 -0.53 -0.90
H 1.03 -1.76 -0.41
H 3.69 -0.99 0.49
H 4.40 -0.53 -1.10
H 3.11 -1.74 -1.00
H -1.70 -4.01 1.92
H -3.06 -5.07 3.72
H -3.28 -1.56 5.84
H -1.94 -0.33 4.17
C -3.77 -2.27 -2.26
C -3.92 -3.34 -1.38
C -5.07 -4.12 -1.42
C -6.07 -3.83 -2.33
C -5.92 -2.77 -3.22
C -4.77 -1.99 -3.18
H -2.87 -1.67 -2.23
H -3.13 -3.56 -0.67
H -5.18 -4.95 -0.73
H -6.96 -4.44 -2.36
H -6.70 -2.55 -3.94
H -4.66 -1.16 -3.87
C 3.43 -4.46 -2.36
C 3.38 -5.69 -1.71
C 4.56 -6.40 -1.47
C 5.78 -5.88 -1.89
C 5.83 -4.65 -2.54
C 4.66 -3.94 -2.76
H 2.52 -3.91 -2.54
H 2.43 -6.10 -1.40
H 4.52 -7.36 -0.97
H 6.69 -6.43 -1.70
H 6.78 -4.25 -2.85
H 4.69 -2.98 -3.25
C -5.61 4.32 0.33
C -6.63 4.93 1.05
C -6.73 6.31 1.06
C -5.82 7.08 0.36
C -4.80 6.47 -0.36
C -4.70 5.08 -0.37
H -5.53 3.24 0.33
H -7.34 4.33 1.60
H -7.52 6.79 1.63
H -5.90 8.16 0.37
H -4.09 7.07 -0.91
H -3.90 4.61 -0.93
C -11.14 2.73 2.45
C -12.16 3.34 3.16
C -12.28 4.72 3.17
C -11.37 5.49 2.46
C -10.35 4.88 1.74
C -10.24 3.50 1.74
H -11.06 1.65 2.44
H -12.87 2.73 3.72
H -13.07 5.20 3.73
H -11.46 6.57 2.46
H -9.65 5.49 1.18
H -9.44 3.02 1.17
C 3.20 4.66 3.21
C 2.96 3.89 4.34
C 3.46 4.29 5.57
C 4.19 5.47 5.68
C 4.42 6.24 4.55
C 3.93 5.84 3.32
H 2.81 4.35 2.25
H 2.40 2.97 4.26
H 3.28 3.68 6.45
H 4.58 5.78 6.64
H 4.99 7.16 4.63
H 4.10 6.45 2.44
C 10.44 -1.30 -4.29
C 9.06 -1.31 -4.40
C 8.39 -2.51 -4.60
C 9.11 -3.70 -4.70
C 10.49 -3.68 -4.59
C 11.16 -2.48 -4.39
H 10.96 -0.36 -4.14
H 8.50 -0.38 -4.33
H 7.31 -2.52 -4.69
H 8.59 -4.63 -4.87
H 11.05 -4.60 -4.67
H 12.24 -2.47 -4.31
C 9.03 4.01 -2.04
C 7.65 4.00 -2.21
C 6.98 2.79 -2.38
C 7.69 1.60 -2.40
C 9.07 1.61 -2.24
C 9.74 2.81 -2.05
H 9.55 4.95 -1.90
H 7.10 4.93 -2.20
H 5.90 2.79 -2.51
H 7.17 0.66 -2.54
H 9.63 0.68 -2.26
H 10.82 2.82 -1.93
C -1.13 -4.55 -7.21
C -1.46 -3.32 -6.66
C -2.53 -3.21 -5.79
C -3.28 -4.33 -5.46
C -2.96 -5.56 -6.02
C -1.89 -5.67 -6.89
H -0.30 -4.63 -7.89
H -0.87 -2.44 -6.91
H -2.78 -2.24 -5.36
H -4.11 -4.24 -4.77
H -3.54 -6.43 -5.76
H -1.64 -6.63 -7.32
```

Summary:
**Structure (SMILES)**: CCCC[PH](CCCCO)(COC(C)=O)c1ccncc1.c1ccccc1.c1ccccc1.c1ccccc1.c1ccccc1.c1ccccc1.c1ccccc1.c1ccccc1.c1ccccc1
**Highest occupied orbital energy**: -8.560 eV
**Orbital gap**: 0.3274 Eh
**LUMO level**: 0.35 eV



No. 6
Below is a cluster of 2 separate species, C10H20N3O2 in total, with properties calculated with ωB97M-V with the def2-TZVPD basis set.

```
35
Properties=species:S:1:pos:R:3
C 0.90 1.09 0.72
C 1.07 -0.10 0.55
C -3.09 -0.36 -1.23
C -3.10 0.00 0.28
C -2.17 -1.60 -1.32
C -1.83 -1.02 2.08
C 0.53 3.17 -2.00
C 3.93 -1.11 0.68
C 1.23 3.10 -0.58
C 2.74 -1.25 1.62
N -1.98 -0.86 0.80
N -0.84 -1.68 2.71
N -1.26 -1.44 -0.20
O 0.48 2.37 0.42
O 1.46 -1.29 0.92
H -3.99 -0.76 -1.70
H -2.85 0.61 -1.67
H -2.75 0.95 0.45
H -3.90 -0.29 0.93
H -2.82 -2.42 -1.35
H -1.56 -1.43 -2.21
H -2.67 -0.52 2.53
H 0.27 2.14 -2.19
H -0.19 3.93 -2.09
H 1.27 3.44 -2.84
H 3.67 -0.45 -0.13
H 4.83 -1.02 1.39
H 4.21 -2.03 0.17
H 1.29 4.03 -0.01
H 2.26 2.64 -0.73
H 2.70 -0.46 2.26
H 2.73 -2.07 2.23
H -0.66 -1.38 3.65
H 0.01 -1.82 2.17
H -0.49 -2.12 0.07
```

Summary:
**Highest occupied orbital energy**: -11.957 eV
**Net charge**: +1
**Orbital gap**: 0.3475 Eh
**LUMO level**: -2.50 eV